Record 1
Density functional theory data (wB97M-V/def2-TZVPD) for C17H16N3O11Yb as an isolated structure.

Summary:
2S+1: 2
Net charge: -2
Energy relative to the best compared isomer or geometry (same formula, charge and spin) (eV): 1.747

Element x y z (Å)
1 Yb 1.0126 -0.1769 -0.9773
2 O -2.2074 2.4691 1.0340
3 C -2.4878 1.6100 2.1190
4 C -2.3272 0.1134 1.7987
5 N -0.7063 -1.7060 1.2156
6 C 0.4203 -2.2799 1.9301
7 C 1.8678 -1.8300 1.5805
8 O 2.6946 -1.9089 2.4873
9 O 2.0885 -1.4511 0.3814
10 C -1.2524 -2.5149 0.1277
11 C -0.2984 -2.9821 -1.0070
12 O -0.2175 -4.1924 -1.2162
13 O 0.2779 -2.0621 -1.6906
14 H -1.7136 1.9544 0.3615
15 H -3.5320 1.7716 2.4166
16 H -1.8587 1.8719 2.9805
17 H -2.9433 -0.0411 0.0184
18 H -2.4722 -0.4726 2.7100
19 H 0.3974 -3.3571 1.7450
20 H 0.3049 -2.1433 3.0091
21 H -2.0400 -1.9460 -0.3567
22 H -1.6959 -3.4185 0.5558
23 O 4.0249 2.7980 0.5031
24 C 3.1013 2.0128 0.2830
25 O 2.7546 1.4716 -0.8103
26 C 2.2020 1.6021 1.4688
27 C 2.4549 1.7905 2.8162
28 C 1.5391 1.2801 3.7257
29 C 0.4101 0.6048 3.2825
30 C 0.2228 0.4717 1.9151
31 N 1.1018 0.9853 1.0668
32 C -0.9245 -0.2382 1.1633
33 O -3.3341 -0.2769 0.8791
34 O -0.9604 0.2211 -0.1341
35 H 3.3500 2.3060 3.1338
36 H 1.7126 1.3929 4.7897
37 H -0.2980 0.1766 3.9803
38 O 1.9695 -0.3357 -3.1391
39 C 0.9429 0.1552 -3.6219
40 C 0.5639 0.0553 -5.0967
41 C -0.7512 0.8162 -5.1564
42 C -0.9909 1.2589 -3.6951
43 O -1.9664 1.8978 -3.3586
44 N 0.0381 0.8388 -2.9018
45 H 0.4768 -0.9995 -5.3578
46 H 1.3625 0.4935 -5.6961
47 H -1.5968 0.2082 -5.4766
48 H -0.7170 1.7053 -5.7864

***

Record 2
Density functional theory data (wB97M-V/def2-TZVPD) for C40H58N4O2V as an isolated structure.

Summary:
2S+1: 2
Net charge: +2

Element x y z (Å)
1 V 0.6787 -0.0893 0.0900
2 C -0.6850 2.3103 1.1199
3 N -0.7682 1.4159 -0.0569
4 C -0.5421 2.2180 -1.2787
5 C -2.1230 0.7947 -0.1039
6 C -2.1235 -0.5399 0.6149
7 N -1.0410 -1.3818 0.0680
8 C -0.7837 -2.5794 0.9011
9 C -0.5512 -2.3070 2.3521
10 C -1.0960 -3.1479 3.3124
11 C -0.8234 -2.9562 4.6616
12 C 0.0188 -1.9016 5.0162
13 C 0.5926 -1.0152 4.1134
14 C 0.2670 -1.2497 2.7611
15 O 0.6856 -0.4246 1.7743
16 C 1.5695 0.0563 4.5907
17 C 2.9694 -0.3166 4.0886
18 C 1.6223 0.1282 6.1176
19 C 1.1941 1.4515 4.0772
20 C -1.3952 -3.8494 5.7540
21 C -0.2346 -4.5266 6.4971
22 C -2.2052 -2.9916 6.7382
23 C -2.3136 -4.9315 5.1874
24 C -1.4236 -1.8634 -1.2788
25 C -0.3118 -2.4927 -2.0483
26 C -0.4934 -3.6968 -2.6984
27 C 0.4554 -4.1709 -3.6060
28 C 1.5397 -3.3531 -3.8940
29 C 1.7790 -2.1163 -3.2874
30 C 0.8592 -1.7575 -2.2862
31 O 0.9953 -0.6336 -1.5136
32 C 2.8975 -1.2142 -3.7994
33 C 2.2807 0.0968 -4.3097
34 C 3.6542 -1.8586 -4.9625
35 C 3.9104 -0.9069 -2.6988
36 C 0.2318 -5.5133 -4.2897
37 C 1.3887 -5.8999 -5.2097
38 C -1.0552 -5.4315 -5.1259
39 C 0.0799 -6.6024 -3.2173
40 H -1.3782 3.1463 0.9917
41 H 0.3275 2.7026 1.2183
42 H -0.9359 1.7585 2.0229
43 H -1.3098 2.9938 -1.3577
44 H -0.5767 1.5755 -2.1578
45 H 0.4341 2.6995 -1.2262
46 H -2.3995 0.6781 -1.1510
47 H -2.8505 1.4754 0.3455
48 H -3.0966 -1.0319 0.4967
49 H -1.9477 -0.4105 1.6849
50 H 0.0838 -3.0850 0.4530
51 H -1.6348 -3.2628 0.7985
52 H -1.7310 -3.9589 2.9915
53 H 0.2326 -1.7663 6.0633
54 H 3.2711 -1.2971 4.4545
55 H 3.6989 0.4158 4.4356
56 H 2.9961 -0.3346 3.0030
57 H 1.9959 -0.7947 6.5580
58 H 0.6469 0.3543 6.5466
59 H 2.3062 0.9235 6.4099
60 H 1.3089 1.5239 2.9990
61 H 1.8514 2.1923 4.5310
62 H 0.1700 1.7096 4.3494
63 H 0.4287 -3.8000 6.9634
64 H 0.3564 -5.1430 5.8202
65 H -0.6272 -5.1679 7.2848
66 H -1.5879 -2.2418 7.2301
67 H -2.6315 -3.6257 7.5147
68 H -3.0241 -2.4821 6.2304
69 H -1.7822 -5.6012 4.5104
70 H -3.1692 -4.5035 4.6640
71 H -2.7021 -5.5382 6.0039
72 H -1.7991 -1.0154 -1.8545
73 H -2.2496 -2.5743 -1.1713
74 H -1.3997 -4.2582 -2.5171
75 H 2.2370 -3.6848 -4.6443
76 H 1.5785 -0.0955 -5.1197
77 H 3.0661 0.7466 -4.6938
78 H 1.7564 0.6336 -3.5173
79 H 2.9954 -2.0895 -5.7978
80 H 4.1722 -2.7683 -4.6600
81 H 4.4062 -1.1578 -5.3233
82 H 3.4848 -0.2053 -1.9934
83 H 4.7975 -0.4430 -3.1316
84 H 4.2267 -1.8103 -2.1738
85 H 1.5025 -5.2005 -6.0375
86 H 1.1908 -6.8802 -5.6405
87 H 2.3332 -5.9635 -4.6694
88 H -0.9778 -4.6559 -5.8872
89 H -1.9266 -5.2184 -4.5085
90 H -1.2311 -6.3821 -5.6275
91 H 0.9745 -6.6699 -2.5985
92 H -0.0746 -7.5693 -3.6941
93 H -0.7742 -6.4196 -2.5674
94 N 6.3863 -1.7612 1.4090
95 C 5.7150 -0.8759 1.1275
96 C 4.8387 0.1939 0.7775
97 C 5.2930 1.4967 0.5874
98 C 4.3700 2.4707 0.2406
99 C 3.0364 2.1166 0.1006
100 N 2.5988 0.8673 0.2867
101 C 3.4854 -0.0764 0.6134
102 H 6.3408 1.7333 0.7080
103 H 4.6749 3.4937 0.0812
104 H 2.2943 2.8573 -0.1683
105 H 3.1183 -1.0898 0.7509

***

Record 3
Density functional theory data (wB97M-V/def2-TZVPD) for an isolated ion of composition C6H9N3 and charge +2.

Summary:
Net charge: +2
Energy relative to the best compared isomer or geometry (same formula, charge and spin) (eV): 0.848

Element x y z (Å)
1 C -2.2982 0.9967 -0.1795
2 C -1.6162 -1.0385 0.4216
3 C 1.1134 0.7532 -0.2763
4 C 0.0163 0.8144 0.7393
5 C 2.1382 0.0452 -0.2919
6 C 3.1611 -0.9144 -0.2430
7 N -2.7590 -1.1734 -0.1410
8 N -3.1120 0.0696 -0.5784
9 N -1.2651 0.3359 0.3534
10 H -2.3052 2.0235 -0.3200
11 H 0.9251 1.3574 -1.1963
12 H -0.9717 -1.7610 0.8472
13 H 0.4744 0.1628 1.4597
14 H -0.0868 1.9048 1.0153
15 H 4.1993 -0.6470 -0.0774
16 H 3.1718 -1.6291 -1.0648
17 H 3.1383 -1.4195 0.6846
18 H -3.9235 0.1195 -1.1524

***

Record order is preserved below.
E_tot: -76420.37064, -78153.40628, -10816.71264 eV